{"formula": "C4H7NO", "method": "wB97M-V/def2-TZVPD", "e_tot_ev": -7795.3318, "relative_energy_kcal_mol": 99.5, "multiplicity": 1, "elements": ["O", "N", "C", "C", "C", "C", "H", "H", "H", "H", "H", "H", "H"], "positions_angstrom": [[2.56, -0.53, -0.46], [1.82, 0.30, 0.38], [0.58, 0.08, 0.26], [-0.45, -0.94, -0.26], [-1.59, 0.07, 0.10], [-0.49, 1.09, 0.37], [3.47, -0.29, -0.24], [-0.44, -1.28, -1.30], [-0.40, -1.78, 0.42], [-2.30, 0.38, -0.67], [-2.16, -0.26, 0.98], [-0.04, 1.26, -0.69], [-0.56, 1.90, 1.11]]}



{"formula": "C8H9AlBr3F12N2O11S5", "method": "wB97M-V/def2-TZVPD", "charge": 1, "e_tot_ev": -337436.0217, "relative_energy_kcal_mol": 0.0, "multiplicity": 1, "elements": ["Al", "C", "F", "F", "F", "S", "O", "O", "N", "S", "O", "O", "C", "F", "F", "F", "C", "F", "F", "F", "S", "O", "O", "N", "S", "O", "O", "C", "F", "F", "F", "O", "S", "O", "O", "C", "C", "C", "H", "H", "H", "H", "H", "H", "H", "H", "C", "Br", "Br", "Br", "H"], "positions_angstrom": [[-1.19, -0.43, 0.88], [-4.05, -0.55, 4.62], [-5.08, -1.12, 5.17], [-4.44, 0.30, 3.70], [-3.41, 0.17, 5.53], [-2.93, -1.88, 3.92], [-2.89, -2.96, 4.86], [-3.57, -2.06, 2.64], [-1.42, -1.13, 3.53], [-0.50, -1.51, 4.77], [-1.06, -1.10, 6.04], [0.09, -2.82, 4.67], [0.89, -0.30, 4.42], [1.78, -0.82, 3.59], [0.40, 0.80, 3.87], [1.49, -0.03, 5.57], [1.56, 0.58, -2.63], [2.28, 0.10, -3.61], [1.93, 1.81, -2.36], [0.30, 0.60, -3.00], [1.82, -0.63, -1.14], [0.74, -1.57, -1.23], [3.16, -1.15, -1.17], [1.30, 0.48, 0.12], [2.70, 1.02, 0.67], [3.34, 0.10, 1.61], [3.59, 1.50, -0.37], [2.14, 2.56, 1.65], [0.87, 2.41, 2.01], [2.84, 2.78, 2.73], [2.21, 3.59, 0.83], [-1.43, -2.15, -3.31], [-2.43, -1.12, -3.10], [-2.28, -0.30, -1.91], [-2.52, -0.21, -4.45], [-1.97, -0.67, -5.68], [-1.85, 0.59, -6.52], [-4.02, -1.94, -3.17], [-2.71, -1.34, -6.13], [-1.08, -1.27, -5.52], [-1.41, 0.48, -7.51], [-1.14, 1.24, -5.99], [-2.78, 1.15, -6.58], [-4.33, -2.08, -4.20], [-4.75, -1.31, -2.65], [-3.85, -2.81, -2.54], [6.65, 2.66, 1.36], [6.46, 0.75, 1.80], [8.47, 3.01, 0.80], [6.07, 3.73, 2.89], [6.00, 2.85, 0.52]]}



{"formula": "C6H5NO5", "method": "wB97M-V/def2-TZVPD", "e_tot_ev": -18019.6664, "multiplicity": 3, "s_squared": 2.007, "elements": ["C", "C", "C", "C", "C", "C", "N", "O", "O", "O", "O", "O", "H", "H", "H", "H", "H"], "positions_angstrom": [[-2.00, -0.11, 0.22], [-1.23, -1.26, -0.36], [-1.33, 1.18, 0.47], [0.21, -1.09, -0.58], [0.19, 1.40, 0.24], [0.84, 0.21, -0.30], [3.01, -0.12, 0.20], [3.54, -1.10, -0.20], [3.28, 0.79, 0.94], [-2.15, 1.04, -0.62], [-0.30, -1.84, 0.50], [0.69, 1.29, -1.09], [-2.75, -0.25, 0.95], [-1.63, -2.08, -1.04], [-1.86, 1.73, 1.17], [0.62, -1.80, -1.21], [0.87, 2.02, 0.72]]}



{"formula": "C24H52B3NO15", "method": "wB97M-V/def2-TZVPD", "e_tot_ev": -59970.6642, "relative_energy_kcal_mol": 0.0, "multiplicity": 1, "elements": ["C", "C", "C", "C", "C", "C", "C", "C", "C", "C", "C", "B", "O", "B", "O", "B", "C", "N", "O", "H", "H", "H", "H", "H", "H", "H", "H", "H", "H", "H", "H", "H", "H", "H", "H", "H", "H", "H", "H", "H", "H", "H", "H", "H", "H", "H", "H", "C", "O", "C", "O", "O", "C", "H", "H", "H", "H", "H", "H", "C", "O", "C", "O", "O", "C", "H", "H", "H", "H", "H", "H", "C", "O", "C", "O", "O", "C", "H", "H", "H", "H", "H", "H", "C", "O", "C", "O", "O", "C", "H", "H", "H", "H", "H", "H"], "positions_angstrom": [[4.20, -0.46, -0.35], [4.11, -1.93, 0.10], [3.47, -2.94, -0.89], [2.58, -2.34, -1.98], [1.33, -1.65, -1.41], [-0.01, -2.33, -1.73], [-1.17, -1.40, -2.13], [-1.26, -0.08, -1.36], [-1.59, -0.28, 0.13], [-1.08, 0.82, 1.07], [0.42, 1.12, 0.93], [0.83, 2.44, 0.23], [0.07, 3.00, -0.80], [0.74, 3.50, -1.88], [2.05, 3.93, -1.70], [2.76, 3.40, -0.62], [4.29, 3.13, -0.76], [4.58, 2.66, -2.13], [2.02, 3.10, 0.52], [3.33, 0.12, -0.02], [4.27, -0.35, -1.43], [5.07, 0.02, 0.08], [3.57, -1.97, 1.05], [5.12, -2.27, 0.33], [4.25, -3.56, -1.34], [2.85, -3.62, -0.31], [2.28, -3.16, -2.64], [3.14, -1.65, -2.60], [1.30, -0.62, -1.78], [1.44, -1.59, -0.32], [0.13, -3.04, -2.55], [-0.34, -2.93, -0.88], [-1.14, -1.20, -3.20], [-2.10, -1.94, -1.94], [-2.05, 0.52, -1.82], [-0.35, 0.51, -1.49], [-2.68, -0.32, 0.22], [-1.22, -1.25, 0.47], [-1.69, 1.72, 0.92], [-1.28, 0.50, 2.09], [0.92, 1.07, 1.91], [0.90, 0.34, 0.32], [0.24, 3.53, -2.96], [4.60, 2.37, -0.05], [4.83, 4.05, -0.48], [4.23, 3.33, -2.81], [5.58, 2.58, -2.28], [0.93, -8.57, -4.65], [0.64, -7.17, -4.48], [-0.64, -6.85, -4.64], [-1.53, -7.61, -4.90], [-0.77, -5.54, -4.45], [-2.10, -5.05, -4.60], [2.00, -8.66, -4.49], [0.37, -9.16, -3.93], [0.66, -8.89, -5.66], [-2.77, -5.51, -3.87], [-2.49, -5.23, -5.60], [-2.04, -3.98, -4.41], [0.62, 5.74, 1.11], [-0.07, 6.99, 1.22], [0.72, 8.06, 1.25], [1.92, 8.05, 1.19], [-0.04, 9.15, 1.36], [0.69, 10.38, 1.40], [-0.16, 4.99, 1.09], [1.20, 5.69, 0.19], [1.28, 5.59, 1.96], [1.27, 10.51, 0.49], [1.35, 10.39, 2.26], [-0.07, 11.15, 1.49], [-1.86, -6.23, 0.74], [-2.51, -6.19, 2.01], [-2.25, -5.10, 2.73], [-1.52, -4.20, 2.40], [-2.91, -5.18, 3.88], [-2.71, -4.06, 4.75], [-2.16, -7.16, 0.28], [-2.17, -5.38, 0.12], [-0.78, -6.20, 0.86], [-3.04, -3.14, 4.28], [-1.66, -3.98, 5.02], [-3.31, -4.28, 5.63], [-2.63, 4.97, 2.68], [-3.40, 3.76, 2.68], [-3.97, 3.47, 3.85], [-3.89, 4.13, 4.85], [-4.65, 2.33, 3.72], [-5.32, 1.90, 4.91], [-2.25, 5.06, 1.66], [-3.26, 5.83, 2.91], [-1.82, 4.91, 3.40], [-6.04, 2.65, 5.23], [-4.60, 1.74, 5.71], [-5.81, 0.98, 4.64]]}



{"formula": "C4H8N2O8", "method": "wB97M-V/def2-TZVPD", "e_tot_ev": -23628.1916, "relative_energy_kcal_mol": 35.2, "multiplicity": 1, "elements": ["C", "C", "C", "C", "N", "N", "O", "O", "O", "O", "O", "O", "O", "O", "H", "H", "H", "H", "H", "H", "H", "H"], "positions_angstrom": [[-0.15, -0.35, -2.07], [-0.24, 0.24, 2.12], [0.73, -0.25, -0.80], [-0.91, 0.31, 0.71], [1.00, -1.40, -0.07], [-1.15, 1.56, 0.06], [0.10, -2.28, -0.14], [-0.43, 2.41, 0.44], [2.01, -1.44, 0.65], [-2.00, 1.59, -0.77], [0.59, -1.08, -3.10], [-0.62, 1.31, 2.97], [1.82, 0.58, -0.74], [-1.78, -0.65, 0.46], [-0.36, 0.68, -2.19], [-1.00, -1.01, -1.62], [-0.56, -0.57, 2.76], [0.86, 0.35, 2.04], [0.98, -0.58, -3.77], [-0.15, 2.12, 3.00], [2.45, 0.07, -0.30], [-1.20, -1.65, 0.35]]}



{"formula": "C5H8O2", "method": "wB97M-V/def2-TZVPD", "e_tot_ev": -9404.3713, "relative_energy_kcal_mol": 125.9, "multiplicity": 1, "elements": ["O", "C", "C", "C", "O", "C", "C", "H", "H", "H", "H", "H", "H", "H", "H"], "positions_angstrom": [[2.38, 0.34, -0.67], [1.42, 0.43, 0.34], [0.27, 1.37, -0.06], [-0.56, 0.10, -0.16], [-2.85, -0.48, 1.49], [-0.35, -1.10, -0.99], [0.40, -0.76, 0.28], [2.84, -0.50, -0.54], [1.86, 0.58, 1.34], [-0.08, 2.08, 0.70], [0.42, 1.88, -1.02], [-2.90, -0.36, 0.53], [-1.06, -1.91, -0.90], [0.12, -1.02, -1.98], [-1.91, -0.65, 1.63]]}



{"formula": "C4H14N2O2", "method": "wB97M-V/def2-TZVPD", "e_tot_ev": -11449.1972, "relative_energy_kcal_mol": 34.4, "multiplicity": 1, "elements": ["C", "C", "C", "O", "N", "C", "N", "H", "H", "H", "H", "H", "H", "H", "H", "H", "H", "H", "H", "H", "H", "O"], "positions_angstrom": [[-0.10, 0.97, 1.69], [-0.16, 0.07, 0.47], [-1.65, -0.08, 0.01], [-2.58, 0.06, 1.08], [0.36, -1.28, 0.72], [1.62, -1.68, 0.05], [1.53, -1.32, -1.37], [0.94, 1.20, 1.97], [-0.46, 0.59, 2.64], [-0.44, 1.95, 1.35], [0.41, 0.48, -0.31], [-1.90, 0.67, -0.75], [-1.79, -1.11, -0.29], [-2.40, 0.85, 1.58], [0.37, -1.50, 1.70], [1.62, -2.76, 0.20], [2.46, -1.08, 0.41], [2.47, -1.43, -1.73], [0.93, -1.99, -1.81], [-0.70, 2.67, -3.25], [-0.19, 1.94, -1.98], [-0.33, 2.80, -2.38]]}



{"formula": "C2H3InO", "method": "wB97M-V/def2-TZVPD", "charge": 2, "e_tot_ev": -9317.8161, "relative_energy_kcal_mol": 0.0, "multiplicity": 1, "elements": ["H", "O", "C", "C", "H", "H", "In"], "positions_angstrom": [[-1.47, 0.49, -1.26], [0.15, -0.46, -0.22], [-1.09, -0.03, -0.27], [-1.66, 0.93, 0.51], [-2.74, 1.10, 0.42], [-1.19, 1.23, 1.45], [1.79, 0.10, -0.02]]}



{"formula": "C12H12F5N4O5STl", "method": "wB97M-V/def2-TZVPD", "charge": -2, "e_tot_ev": -57955.1960, "relative_energy_kcal_mol": 3.9, "multiplicity": 1, "elements": ["Tl", "N", "C", "C", "O", "N", "C", "C", "O", "O", "H", "H", "H", "H", "H", "H", "C", "O", "C", "O", "N", "N", "H", "H", "H", "H", "H", "H", "F", "C", "C", "F", "C", "F", "C", "S", "C", "F", "C", "F"], "positions_angstrom": [[-0.35, -0.15, 0.94], [0.10, 3.06, 4.16], [0.81, 1.85, 3.72], [0.13, 0.59, 4.25], [0.11, 0.46, 5.50], [-0.41, -0.22, 3.36], [-1.11, -1.37, 3.90], [-1.78, -2.27, 2.86], [-2.53, -3.15, 3.27], [-1.52, -2.05, 1.62], [-0.05, 2.94, 5.16], [-0.84, 3.04, 3.76], [0.88, 1.87, 2.63], [1.82, 1.89, 4.13], [-0.43, -2.01, 4.48], [-1.89, -1.07, 4.61], [-1.21, 1.35, -2.72], [-1.11, -0.06, -2.72], [-2.02, -0.71, -1.95], [-2.99, -0.14, -1.46], [-1.74, -2.03, -1.89], [-2.51, -2.87, -1.06], [-0.38, 1.71, -3.32], [-1.13, 1.74, -1.70], [-2.16, 1.68, -3.15], [-0.76, -2.29, -1.95], [-2.34, -2.64, -0.07], [-3.48, -2.62, -1.23], [3.07, 2.55, -4.41], [2.74, 1.45, -3.68], [3.06, 1.37, -2.34], [3.72, 2.39, -1.75], [2.73, 0.24, -1.62], [3.11, 0.22, -0.33], [2.06, -0.86, -2.16], [1.64, -2.28, -1.26], [1.76, -0.73, -3.53], [1.13, -1.72, -4.18], [2.08, 0.39, -4.27], [1.76, 0.46, -5.59]]}



{"formula": "C8H15I2N4O2", "method": "wB97M-V/def2-TZVPD", "charge": 1, "e_tot_ev": -34786.4093, "multiplicity": 1, "elements": ["C", "C", "I", "C", "I", "C", "C", "C", "N", "C", "N", "N", "H", "H", "H", "H", "H", "H", "H", "H", "H", "H", "H", "H", "C", "N", "O", "O", "H", "H", "H"], "positions_angstrom": [[2.59, -0.84, -1.31], [2.56, 0.67, -1.20], [4.46, 1.50, -1.01], [1.44, 1.40, -1.25], [1.50, 3.50, -1.27], [0.07, 0.76, -1.40], [-1.18, 1.66, -1.27], [-2.38, 0.76, -0.95], [-2.24, -0.64, -1.42], [-1.10, -1.20, -0.91], [-0.97, -2.50, -0.88], [-0.06, -0.41, -0.45], [1.93, -1.19, -2.12], [3.60, -1.19, -1.53], [2.28, -1.30, -0.37], [0.02, 0.31, -2.40], [-1.31, 2.24, -2.19], [-1.06, 2.35, -0.43], [-3.34, 1.16, -1.29], [-2.46, 0.68, 0.14], [-2.29, -0.76, -2.43], [-0.09, -2.92, -0.60], [-1.73, -3.10, -1.16], [-0.20, -0.08, 0.51], [-0.20, -0.67, 4.20], [0.24, 0.56, 3.48], [0.19, 0.57, 2.26], [0.63, 1.47, 4.15], [-0.53, -1.40, 3.47], [0.64, -1.02, 4.78], [-1.01, -0.38, 4.86]]}



{"formula": "C4H6N3O2", "method": "wB97M-V/def2-TZVPD", "charge": 1, "e_tot_ev": -12791.5686, "relative_energy_kcal_mol": 180.2, "multiplicity": 3, "s_squared": 2.010, "elements": ["C", "C", "C", "C", "N", "N", "N", "O", "O", "H", "H", "H", "H", "H", "H"], "positions_angstrom": [[-3.40, 1.14, -0.28], [-1.58, 0.67, -1.27], [-0.58, 0.29, -0.50], [0.82, 0.05, -0.92], [-4.36, 1.38, 0.26], [-1.72, 0.96, -2.68], [-0.83, 0.09, 0.95], [-2.70, 1.55, -3.02], [-0.80, 0.56, -3.35], [1.15, -0.95, -0.65], [1.49, 0.77, -0.43], [0.92, 0.16, -2.00], [-1.04, 0.98, 1.42], [0.00, -0.34, 1.39], [-1.65, -0.53, 1.10]]}



{"formula": "C23H42N2O3OsS4Si2Te", "method": "wB97M-V/def2-TZVPD", "charge": 2, "e_tot_ev": -102500.9933, "relative_energy_kcal_mol": 0.4, "multiplicity": 1, "elements": ["Os", "O", "C", "S", "C", "C", "S", "S", "S", "C", "C", "O", "H", "H", "H", "H", "H", "H", "C", "C", "N", "C", "C", "C", "O", "C", "C", "C", "C", "N", "C", "H", "H", "H", "H", "H", "H", "H", "H", "H", "H", "H", "H", "H", "H", "C", "Si", "C", "C", "C", "Te", "C", "Si", "C", "C", "C", "H", "H", "H", "H", "H", "H", "H", "H", "H", "H", "H", "H", "H", "H", "H", "H", "H", "H", "H", "H", "H", "H"], "positions_angstrom": [[0.67, 1.45, 0.13], [6.04, 3.68, -3.33], [5.12, 3.29, -2.72], [4.01, 2.00, -3.33], [2.97, 2.00, -1.96], [3.28, 2.90, -0.90], [2.30, 2.94, 0.44], [4.67, 3.92, -1.09], [1.65, 1.00, -1.83], [-2.71, -1.64, 0.48], [-1.52, -0.88, 1.00], [-0.96, -0.04, -0.08], [-3.13, -2.24, 1.29], [-2.42, -2.32, -0.31], [-3.49, -0.96, 0.12], [-0.75, -1.56, 1.36], [-1.78, -0.17, 1.78], [-0.94, -0.57, -0.89], [2.23, -7.15, 0.37], [1.97, -5.86, -0.39], [2.39, -4.65, 0.33], [3.83, -4.42, 0.52], [4.40, -4.90, 1.85], [1.45, -3.79, 0.76], [0.24, -3.91, 0.59], [1.86, -2.49, 1.41], [2.13, -2.36, 2.77], [2.20, -1.08, 3.32], [1.91, 0.01, 2.52], [1.59, -0.12, 1.23], [1.62, -1.34, 0.68], [1.85, -7.99, -0.21], [1.74, -7.14, 1.34], [3.30, -7.32, 0.52], [0.90, -5.75, -0.58], [2.49, -5.86, -1.35], [4.04, -3.36, 0.37], [4.32, -4.95, -0.30], [4.05, -4.29, 2.68], [5.49, -4.83, 1.83], [4.13, -5.93, 2.05], [2.26, -3.23, 3.39], [2.43, -0.93, 4.36], [1.91, 1.01, 2.93], [1.38, -1.41, -0.37], [-2.85, 4.02, -4.22], [-2.74, 2.27, -3.59], [-1.16, 1.46, -4.17], [-4.23, 1.26, -4.05], [-2.67, 2.33, -1.69], [-0.91, 3.31, -1.00], [-1.72, 4.32, 0.69], [-2.24, 3.28, 2.17], [-3.55, 2.04, 1.70], [-0.66, 2.38, 2.72], [-2.79, 4.39, 3.54], [-2.94, 4.03, -5.31], [-1.97, 4.62, -3.97], [-3.73, 4.53, -3.82], [-1.15, 1.36, -5.25], [-1.04, 0.45, -3.76], [-0.27, 2.05, -3.90], [-4.32, 1.18, -5.13], [-5.15, 1.71, -3.67], [-4.17, 0.24, -3.65], [-2.70, 1.34, -1.23], [-3.50, 2.92, -1.29], [-2.55, 4.91, 0.28], [-0.95, 5.04, 0.98], [-3.24, 1.38, 0.89], [-4.46, 2.54, 1.39], [-3.80, 1.42, 2.57], [-0.07, 2.00, 1.86], [-0.84, 1.52, 3.37], [0.03, 3.06, 3.22], [-3.69, 4.94, 3.27], [-2.03, 5.12, 3.82], [-3.03, 3.81, 4.44]]}



Q: What is the multiplicity in the eighth record?
A: 1